# 1
This record from OMol25 describes a cluster of 2 separate species, C6H13Br2F3N2O4PS in total in a non-equilibrium geometry. The level of theory is ωB97M-V/def2-TZVPD.

Computed properties:
- DFT total energy: -185955.93035 eV
- Kohn-Sham gap: 10.64 eV
- Charge: +1
- HOMO level: -0.5068 Eh

Atoms and positions in Å:
N: 1.61491 2.60160 -0.28901
P: 0.27288 2.41674 -1.02208
N: 0.00463 0.66558 -1.46266
C: -0.76805 -0.04642 -0.36643
C: -2.23518 -0.32843 -0.68873
C: -3.23269 0.64130 -0.06527
F: -2.67723 1.32703 0.94867
Br: -4.68732 -0.42189 0.70821
C: -3.89353 1.68260 -1.05747
F: -4.05448 2.83764 -0.38519
F: -5.09353 1.28942 -1.49515
Br: -2.78749 2.10450 -2.60549
H: 1.43707 2.97672 0.63502
H: 0.14063 3.03153 -2.27054
H: -0.88312 2.74516 -0.30531
H: -0.45263 0.52693 -2.36272
H: 0.94136 0.25003 -1.46207
H: -0.61020 0.50672 0.54829
H: -0.28115 -0.99844 -0.22972
H: -2.37163 -0.41787 -1.75748
H: -2.43456 -1.30708 -0.28830
C: 2.80787 -2.98571 1.97399
C: 2.58172 -1.54257 2.37062
O: 3.32782 -0.79101 1.39837
S: 3.31943 -1.55571 0.00198
O: 2.30308 -0.99808 -0.83391
O: 4.63907 -1.67423 -0.46958
O: 2.79065 -2.95932 0.53320
H: 3.78253 -3.34833 2.30075
H: 2.03052 -3.64917 2.34000
H: 2.94085 -1.31408 3.36872
H: 1.52776 -1.26520 2.28929



# 2
This record from OMol25 describes a cluster of 2 separate species, C6H13Cl2 in total in a non-equilibrium geometry. The level of theory is ωB97M-V/def2-TZVPD.

Computed properties:
- 2S+1: 2
- DFT total energy: -31476.02995 eV
- Kohn-Sham gap (alpha / beta): 11.29 / 7.21 eV
- HOMO level (alpha / beta): -0.3868 / -0.3898 Eh
- <S²>: 0.75

Atoms and positions in Å:
Cl: -3.18998 0.52165 2.52815
Cl: -3.11288 -0.68751 -0.23952
C: 1.49155 -0.29136 -1.03128
C: 0.56897 0.15810 0.05063
C: 1.32923 0.35259 1.36282
C: -0.06390 1.44692 -0.36058
C: -0.48728 -0.88812 0.22693
C: -1.60946 -1.05857 -0.85608
H: 1.04856 -0.45100 -2.01789
H: 2.29945 0.42787 -1.18421
H: 1.98705 -1.22462 -0.79757
H: 0.62831 0.70007 2.12986
H: 1.76486 -0.60787 1.64691
H: 2.11626 1.10299 1.18453
H: -0.78293 1.83986 0.34954
H: 0.68667 2.23216 -0.48527
H: -0.60727 1.45908 -1.31004
H: -0.07723 -1.90119 0.44841
H: -0.92689 -0.67380 1.22090
H: -1.55305 -2.09910 -1.21883
H: -1.51003 -0.35815 -1.64743



# 3
This record from OMol25 describes a structure of composition C6H13ClCuNO6 in a non-equilibrium geometry. The level of theory is ωB97M-V/def2-TZVPD.

Computed properties:
- DFT total energy: -77359.47602 eV
- Kohn-Sham gap: 4.65 eV
- Charge: -2
- HOMO level: -0.0002 Eh

Atoms and positions in Å:
Cu: -3.99949 -9.62267 -43.44969
C: -6.15426 -12.11851 -45.21248
O: -5.64695 -10.87052 -44.87399
H: -6.25370 -12.71258 -44.27601
H: -7.16047 -12.01626 -45.65931
H: -5.42118 -12.60283 -45.89100
C: -5.75000 -7.27353 -41.73580
O: -5.71177 -8.02978 -42.89966
H: -5.54535 -6.19816 -41.91035
H: -6.71403 -7.36363 -41.19951
H: -4.94883 -7.61123 -41.05217
Cl: -1.05199 -8.83229 -44.17951
O: -0.33421 -7.70183 -44.66020
O: -0.16835 -9.96450 -44.14299
O: -1.59910 -8.61017 -42.85553
O: -2.17231 -9.12430 -45.06163
C: -3.73740 -16.13813 -45.46169
C: -3.53330 -14.65981 -45.17833
C: -3.28903 -14.35722 -43.70994
C: -3.21223 -12.93423 -43.33595
N: -3.14382 -11.83117 -43.04452
H: -3.11261 -16.79953 -44.85736
H: -3.55627 -16.35459 -46.51588
H: -4.77948 -16.42724 -45.29857
H: -4.39674 -14.08770 -45.52576
H: -2.71948 -14.27729 -45.79986
H: -2.39953 -14.85993 -43.32683
H: -4.15687 -14.74231 -43.16445



# 4
This record from OMol25 describes the ion C6H13ClFN2O2 with charge +1 in a non-equilibrium geometry. The level of theory is ωB97M-V/def2-TZVPD.

Computed properties:
- DFT total energy: -28740.07703 eV
- Kohn-Sham gap: 10.87 eV
- Charge: +1
- HOMO level: -0.5042 Eh
- Structure (SMILES): [NH3+]CCC[C@H](N[C@H](F)Cl)C(=O)O

Atoms and positions in Å:
C: 0.38916 -0.96746 -1.59842
C: -0.59703 0.04089 1.73390
C: -1.08708 0.07753 0.17616
C: -0.79080 -1.40578 2.21760
C: 0.08327 0.36383 -0.81267
C: 1.19246 2.66515 -1.70825
N: 0.34346 -2.13628 1.73237
N: -0.11434 1.44001 -1.80857
O: 0.46795 -0.80305 -2.87250
O: 0.50512 -2.02691 -0.96289
F: 1.82353 2.34848 -0.55072
Cl: 0.65377 4.25142 -2.01361
H: -1.25715 0.70714 2.28503
H: 0.41890 0.37527 1.90270
H: -1.67899 0.97315 0.24050
H: -1.72904 -0.66136 -0.22131
H: -1.60823 -1.83305 1.61134
H: -0.83005 -1.60793 3.22260
H: 0.91858 0.67365 -0.16839
H: 1.92812 2.29151 -2.47262
H: 0.49976 -1.85454 0.68645
H: 0.10781 -3.09469 1.66248
H: 1.16147 -2.00688 2.30534
H: 0.26181 0.22365 -2.83936
H: -1.06248 1.96625 -1.74717



# 5
This record from OMol25 describes the ion C6H13FN with charge -1. The level of theory is ωB97M-V/def2-TZVPD.

Computed properties:
- DFT total energy: -10639.14050 eV
- Kohn-Sham gap: 5.52 eV
- Charge: -1
- HOMO level: -0.0518 Eh

Atoms and positions in Å:
C: 1.70921 -0.71012 1.20406
C: 1.56231 -0.13598 -0.22284
C: 1.27120 1.34212 -0.12051
C: 0.45935 -0.90690 -1.06566
N: -0.81110 -0.28110 -1.22762
C: -1.63385 -0.41540 -0.05737
C: -2.73434 0.64142 -0.08050
F: -4.00743 0.09349 -0.35728
H: 1.43721 -1.75840 1.23926
H: 2.73285 -0.58545 1.56104
H: 1.07360 -0.14932 1.88002
H: 2.53078 -0.23576 -0.71600
H: 1.31325 1.84007 -1.08103
H: 0.31166 1.53612 0.33862
H: 2.03574 1.80874 0.50953
H: 0.38485 -1.92315 -0.62803
H: 0.88245 -1.00277 -2.07018
H: -1.08719 -0.27887 0.89621
H: -2.14236 -1.39952 0.01375
H: -2.79516 1.18972 0.86195
H: -2.49303 1.33106 -0.87742



# 6
This record from OMol25 describes the ion C6H13N with charge -1 in a non-equilibrium geometry. The level of theory is ωB97M-V/def2-TZVPD.

Computed properties:
- 2S+1: 2
- DFT total energy: -7919.60586 eV
- Kohn-Sham gap (alpha / beta): 3.08 / 5.66 eV
- Charge: -1
- HOMO level (alpha / beta): 0.0179 / -0.0769 Eh
- <S²>: 0.75

Atoms and positions in Å:
C: 1.23307 0.96220 -1.19300
N: 0.34691 -0.15981 -1.46871
C: -0.86459 -0.36973 -0.64072
C: -0.70733 -0.19930 0.87412
C: -1.71093 -1.01897 1.63402
C: -2.40540 -0.64853 2.82589
C: 2.67841 0.58692 -1.51976
H: 0.98430 1.81188 -1.83866
H: 1.17400 1.25302 -0.13963
H: 0.92587 -0.97994 -1.30031
H: -1.36098 -1.30042 -0.91679
H: -1.52351 0.39966 -1.06618
H: -0.92623 0.86675 1.02860
H: 0.33444 -0.39033 1.20283
H: -1.84429 -2.02941 1.23339
H: -3.50209 -0.62332 2.76574
H: -2.04451 0.27551 3.29587
H: 3.28279 1.44226 -1.83856
H: 2.72835 -0.14740 -2.32255
H: 3.20174 0.26896 -0.61561



# 7
This record from OMol25 describes the ion C6H13N with charge -1 in a non-equilibrium geometry. The level of theory is ωB97M-V/def2-TZVPD.

Computed properties:
- 2S+1: 2
- DFT total energy: -7920.46686 eV
- Kohn-Sham gap (alpha / beta): 2.33 / 8.77 eV
- Charge: -1
- HOMO level (alpha / beta): 0.0544 / -0.1887 Eh
- <S²>: 0.75

Atoms and positions in Å:
C: 0.63243 1.89358 0.79070
C: 0.16066 1.16364 -0.43964
C: 0.61960 -0.30333 -0.50266
C: -0.19567 -1.32089 0.29147
C: -1.63167 -1.46884 -0.09904
C: -2.02879 -2.30035 -1.05206
N: 2.08811 1.80816 0.93477
H: 0.23572 1.41845 1.69049
H: 0.37970 2.95825 0.81807
H: -0.93191 1.18244 -0.57121
H: 0.56216 1.63923 -1.34194
H: 1.60283 -0.28977 -0.01194
H: 0.88350 -0.69557 -1.48880
H: 0.32138 -2.28986 0.22785
H: -0.09014 -1.12465 1.35948
H: -2.31899 -0.82544 0.44239
H: -3.02996 -2.46481 -1.43080
H: -1.25250 -2.90609 -1.52537
H: 2.38192 2.39647 1.72017
H: 2.62211 2.17250 0.15321



# 8
This record from OMol25 describes an isolated molecule of C6H13N in a non-equilibrium geometry. The level of theory is ωB97M-V/def2-TZVPD.

Computed properties:
- DFT total energy: -7922.17006 eV
- Kohn-Sham gap: 8.83 eV
- HOMO level: -0.2837 Eh
- Structure (SMILES): CCC/C=C(/C)N

Atoms and positions in Å:
C: -0.66704 -1.04457 2.74810
C: -1.01059 -1.56127 1.35790
C: -0.06619 -1.16835 0.22058
N: 0.95592 0.15114 -2.12142
C: 0.41919 0.94344 -1.09495
C: -0.00298 0.34847 0.03382
C: 0.44028 2.41336 -1.31840
H: 0.27082 -0.49054 2.79984
H: -1.46413 -0.45943 3.20586
H: -0.57963 -1.87012 3.46191
H: -0.94384 -2.65434 1.36895
H: -2.05114 -1.30974 1.14304
H: -0.50724 -1.55726 -0.70111
H: 0.93181 -1.52595 0.49595
H: 0.76410 0.59158 -3.02132
H: 0.89184 -0.84971 -2.17600
H: -0.29253 0.82725 0.96316
H: -0.54045 2.88442 -1.40004
H: 1.05411 2.74606 -2.14948
H: 0.81988 2.82180 -0.37496



# 9
This record from OMol25 describes a structure of composition C6H13N. The level of theory is ωB97M-V/def2-TZVPD.

Computed properties:
- DFT total energy: -7918.64698 eV
- Kohn-Sham gap: 8.42 eV
- HOMO level: -0.2719 Eh

Atoms and positions in Å:
C: 2.78998 -0.49091 -0.01727
C: 1.30636 -0.83144 -0.16990
C: 0.47154 0.40668 -0.46884
N: -0.89300 0.08528 -0.94390
C: -1.75088 1.30790 -0.94268
C: -1.92972 -0.42320 -0.16251
C: -1.79155 -0.63203 1.31804
H: 2.95030 0.27511 0.75111
H: 3.20362 -0.10589 -0.95729
H: 3.37506 -1.37198 0.26620
H: 1.17107 -1.55625 -0.98171
H: 0.93564 -1.30678 0.74601
H: 0.95589 0.96970 -1.28266
H: 0.44981 1.07247 0.41010
H: -2.50397 1.29105 -1.73091
H: -1.10088 2.17927 -1.00262
H: -2.16077 1.41804 0.09460
H: -2.71129 -0.28382 1.81231
H: -1.84569 -1.72602 1.37422
H: -0.92152 -0.27719 1.88771



# 10
This record from OMol25 describes an isolated molecule of C6H13N in a non-equilibrium geometry. The level of theory is ωB97M-V/def2-TZVPD.

Computed properties:
- DFT total energy: -7921.45055 eV
- Kohn-Sham gap: 8.88 eV
- HOMO level: -0.2893 Eh
- Structure (SMILES): CCC(=CN)CC

Atoms and positions in Å:
C: -0.68657 -0.95682 -1.87089
C: -0.71414 -1.04088 -0.34499
C: 0.28175 -0.11430 0.28035
C: 1.59679 -0.36677 0.37675
N: 2.16997 -1.61988 0.73768
C: -0.02930 1.37439 0.15391
C: -1.19429 1.94397 0.97898
H: -0.82336 -1.91774 -2.37117
H: 0.19425 -0.54405 -2.36373
H: -1.47175 -0.30040 -2.26712
H: -0.64394 -2.03064 0.13042
H: -1.74698 -0.83107 -0.06372
H: 2.20724 0.44188 0.76337
H: 3.05540 -1.48050 1.19345
H: 1.68806 -2.28515 1.32128
H: -0.31333 1.53414 -0.90430
H: 0.82935 2.00608 0.33417
H: -0.97579 2.97217 1.27327
H: -2.21013 1.75748 0.65926
H: -1.21323 1.45808 1.98302